# 1
Below is C26H29Cl5N3NiOSeSi2 as an isolated structure, with properties calculated with wB97M-V/def2-TZVPD.

```
68
Properties=species:S:1:pos:R:3:forces:R:3:lowdin_spin:R:1
Ni 0.05413 -0.19630 -0.03957 -0.53 0.55 -0.40 1.47
C -0.14599 2.94581 1.94799 0.12 0.15 0.03 0.03
Si -1.12530 1.55230 1.07244 -0.02 -0.27 0.34 0.09
C -2.56652 2.58232 0.37393 -0.12 0.17 -0.17 0.03
C -1.98289 0.71332 2.58665 -0.15 -0.14 0.22 0.01
C -2.70835 1.45507 3.53711 0.07 -0.09 -0.10 0.00
C -3.35432 0.85600 4.60929 0.06 -0.07 -0.07 0.00
C -3.29799 -0.52880 4.75280 0.05 0.05 -0.09 0.00
C -2.58075 -1.27861 3.83069 0.06 0.08 -0.12 0.00
C -1.90423 -0.68841 2.74668 -0.13 0.15 0.24 0.00
Si -0.86471 -1.72737 1.49857 0.00 0.35 0.23 0.07
C 0.11811 -2.84166 2.71223 0.17 -0.17 0.12 0.03
C -2.16151 -2.95559 0.85566 -0.15 -0.23 -0.13 0.02
H -0.83930 3.63103 2.45690 0.07 -0.03 -0.03 0.01
H 0.44067 3.52524 1.22590 -0.03 -0.02 0.05 0.00
H 0.54839 2.54906 2.69419 -0.02 0.02 -0.03 0.00
H -3.04699 3.13221 1.19511 0.01 -0.01 -0.08 0.01
H -3.32352 1.97593 -0.12683 0.02 0.02 0.02 0.00
H -2.19924 3.31231 -0.35627 -0.04 -0.04 0.04 0.00
H -2.76889 2.53703 3.43463 0.00 -0.04 -0.01 0.00
H -3.90093 1.45890 5.32827 -0.01 0.01 0.00 0.00
H -3.80934 -1.01461 5.57853 0.00 -0.01 0.01 0.00
H -2.54704 -2.35959 3.95589 0.02 0.04 0.00 0.00
H -0.55294 -3.33284 3.42993 0.07 0.01 -0.03 0.01
H 0.85128 -2.25038 3.27303 -0.03 -0.06 -0.05 0.00
H 0.65641 -3.63247 2.17099 -0.06 0.03 0.08 0.00
H -2.53245 -3.59317 1.67157 -0.02 0.04 -0.07 0.00
H -1.74821 -3.59436 0.06739 -0.03 0.03 0.05 0.00
H -3.00979 -2.42047 0.41997 0.04 -0.07 0.00 0.00
Cl 1.81658 -1.87373 -1.35396 0.00 -0.04 -0.61 0.05
C 1.90226 -0.33844 -2.22592 -0.23 -0.09 0.30 0.01
C 1.15195 0.70172 -1.69190 0.23 -0.72 0.22 0.03
C 1.16881 1.85141 -2.44441 -0.14 0.36 0.15 0.01
Cl 0.34238 3.26958 -1.81353 0.03 -0.04 -0.11 0.01
C 1.84126 1.97543 -3.65913 0.15 -0.08 -0.14 0.00
Cl 1.72783 3.41789 -4.61617 0.04 0.05 -0.01 0.00
C 2.63037 0.91872 -4.11198 -0.09 0.07 0.07 0.00
Cl 3.54246 1.05955 -5.58002 0.00 0.00 0.00 0.00
C 2.67413 -0.26070 -3.36639 0.13 0.03 -0.21 0.00
Cl 3.69258 -1.57299 -3.87657 -0.02 -0.05 -0.13 0.01
C 4.27527 1.78927 -0.43596 -0.01 -0.22 -0.02 0.00
N 4.38628 0.35607 -0.20418 0.06 0.39 -0.17 0.00
C 5.18897 -0.52220 -0.91068 -0.07 0.09 0.14 0.00
C 4.96359 -1.75001 -0.40425 -0.09 0.07 0.20 0.00
N 4.02967 -1.60353 0.60425 0.17 -0.33 0.32 0.00
C 3.40073 -2.67567 1.35822 0.16 0.14 -0.11 0.00
C 3.66021 -0.30652 0.72782 0.17 -0.12 -0.05 0.01
Se 2.42693 0.39050 1.88448 0.09 0.07 0.02 0.03
H 5.04843 2.07806 -1.14631 -0.02 0.01 0.00 0.00
H 4.39929 2.31921 0.50640 0.03 0.00 0.02 0.00
H 3.28843 2.02696 -0.83291 0.00 -0.02 0.00 0.00
H 5.81921 -0.20095 -1.72038 -0.04 0.02 0.00 0.00
H 5.36371 -2.70782 -0.68392 -0.06 0.00 -0.01 0.00
H 3.90707 -3.60792 1.11179 -0.02 0.00 0.00 0.00
H 2.34363 -2.73664 1.10481 0.01 0.03 0.00 0.00
H 3.47325 -2.46938 2.42408 0.03 0.01 0.03 0.00
O -1.12711 -1.00981 -1.58236 -0.32 -0.13 -0.19 0.12
N -2.14737 -0.41408 -2.25211 0.47 0.16 0.23 0.27
C -1.99395 -0.12637 -3.59509 -0.10 0.00 0.07 0.11
C -3.04172 0.35231 -4.32553 -0.07 0.01 0.02 0.06
C -4.31607 0.57279 -3.73963 0.15 -0.07 0.14 0.26
C -4.42526 0.26958 -2.34748 -0.03 0.03 -0.17 0.08
C -3.36384 -0.20758 -1.64427 0.04 -0.13 -0.06 0.09
H -0.99928 -0.30006 -3.97799 -0.01 0.00 -0.01 0.01
H -2.86488 0.57419 -5.37244 -0.01 0.00 0.01 0.00
H -5.14861 0.96106 -4.30816 0.00 0.01 0.00 0.02
H -5.35247 0.43293 -1.81100 -0.01 0.00 -0.01 0.00
H -3.38245 -0.44472 -0.59094 0.00 0.03 0.00 0.01
```
Forces are in eV/Å.

LUMO energy (alpha / beta), eV: 4.0 / 4.0
<S²>: 3.78
Total charge: -2
Multiplicity: 4
Orbital gap (alpha / beta), eV: 3.0 / 5.6


# 2
Below is C26H29Co2O7Si as an isolated structure at a distorted geometry, with properties calculated with wB97M-V/def2-TZVPD.

```
65
Properties=species:S:1:pos:R:3:forces:R:3:mulliken_charge:R:1
C 0.00372 -2.88733 2.30538 0.00 -0.15 0.00 -0.38
Si 0.25142 -1.57095 3.60578 0.79 0.50 -1.36 0.54
C -1.19027 -0.44195 3.90371 -0.41 0.01 0.41 -0.95
C 0.87312 -2.35054 5.16664 0.02 -0.16 0.42 -1.24
O 1.56954 -0.60173 3.11328 -0.51 0.46 1.03 -0.50
C 1.76897 -0.01037 1.91704 -1.17 0.39 -1.28 0.16
C 0.78938 0.11528 0.94059 2.56 0.29 2.30 1.40
C 1.20989 0.02255 -0.47756 0.19 0.73 -0.86 -0.11
C 1.95259 -1.28084 -0.82621 -0.09 0.43 -0.37 -0.88
C 3.46080 -1.26639 -0.53905 -0.13 -0.66 -0.16 -1.05
C 3.85454 -1.72625 0.87211 0.38 -0.18 0.00 -0.41
C 4.16147 -0.60201 1.85200 0.57 0.47 0.26 -0.84
C 3.14899 0.54760 1.79296 0.51 -1.03 -0.21 -0.90
H -0.98275 -3.35509 2.42710 0.21 0.01 -0.10 0.40
H 0.06760 -2.49002 1.28076 -0.21 -0.02 0.42 -0.61
H 0.77235 -3.66583 2.41591 -0.13 0.11 0.05 0.32
H -2.13553 -0.98510 3.77813 0.09 0.13 0.01 0.31
H -1.14104 -0.08289 4.94160 -0.08 0.00 -0.16 0.39
H -1.21213 0.43743 3.25192 0.09 -0.26 0.05 0.18
H 0.02558 -2.63303 5.80307 0.15 -0.02 0.00 0.32
H 1.44521 -3.25823 4.94138 -0.08 0.15 0.04 0.28
H 1.52046 -1.67056 5.73139 -0.15 -0.05 -0.06 0.32
H -0.07465 0.64484 1.30341 -0.20 -1.42 -0.08 -0.58
H 0.33902 0.09404 -1.13733 0.22 -0.15 0.30 -0.57
H 1.82008 0.90227 -0.75033 0.21 -0.17 -0.20 0.52
H 1.45948 -2.11415 -0.30623 0.23 0.16 -0.13 0.06
H 1.81104 -1.47470 -1.90396 0.02 0.11 0.32 0.51
H 3.92128 -1.96745 -1.25172 -0.02 0.19 0.13 0.37
H 3.88034 -0.27717 -0.76261 -0.02 -0.12 0.02 0.34
H 3.08625 -2.38855 1.29686 0.02 0.20 -0.20 0.01
H 4.76154 -2.33832 0.78600 -0.10 -0.02 0.12 0.49
H 4.18263 -1.00341 2.87371 -0.02 0.07 -0.15 0.31
H 5.16620 -0.20334 1.65737 -0.02 -0.06 -0.02 0.46
H 3.23511 1.12123 0.86278 -0.02 -0.19 0.17 0.18
H 3.32654 1.25167 2.62318 -0.24 -0.26 -0.14 0.43
O -4.08458 -1.20388 -2.49283 0.24 -0.14 0.06 -0.45
C -3.18663 -1.22930 -1.76671 -0.93 0.36 -0.48 0.27
Co -1.88179 -1.32095 -0.61424 -1.78 -0.70 -0.90 0.31
C -2.76465 -2.10242 0.67543 -0.24 0.95 1.49 0.04
O -3.42386 -2.50385 1.54578 0.40 -0.27 -0.76 -0.47
C -0.97591 -2.54070 -1.49972 2.35 0.37 -0.41 0.22
O -0.48279 -3.35099 -2.17106 -0.83 0.01 0.40 -0.48
C -1.45864 2.16847 -1.91312 -0.82 -1.42 0.76 -0.69
C -2.14158 1.87144 -3.13785 -0.18 0.01 -0.93 1.30
C -1.39647 1.49174 -4.27454 -0.37 0.24 0.37 -0.30
C -2.04940 1.27318 -5.48111 -0.32 0.03 0.13 -0.74
C -3.43796 1.44734 -5.56566 -0.04 0.04 0.10 -0.37
C -4.17811 1.83344 -4.43862 0.30 -0.10 -0.25 -0.66
C -3.53839 2.03497 -3.22357 0.57 -0.01 0.08 -0.03
C -1.25551 1.73004 -0.66514 -2.40 -3.97 0.83 0.39
C -1.68007 0.66373 0.21374 -1.92 2.87 0.15 -0.62
Co -0.42217 3.27391 -0.99786 1.88 2.77 -0.55 -0.28
C 0.88950 3.37886 -2.18304 2.20 0.14 -1.53 0.16
O 1.72229 3.42141 -2.98750 -1.46 -0.06 1.24 -0.37
C 0.25063 3.44322 0.60357 1.42 0.01 2.56 0.00
O 0.69998 3.53081 1.66768 -0.90 -0.11 -1.77 -0.39
C -1.18123 4.85927 -1.10757 -1.11 1.65 -0.07 0.30
O -1.66052 5.90875 -1.15160 0.62 -1.21 0.00 -0.41
H -0.31519 1.38203 -4.17507 -0.31 0.00 -0.12 0.37
H -1.46939 0.97885 -6.35687 -0.23 0.05 0.21 0.37
H -3.95175 1.28238 -6.51567 0.18 0.05 0.29 0.36
H -5.25591 1.98434 -4.50219 0.27 -0.12 -0.06 0.35
H -4.08156 2.33259 -2.32533 0.06 -0.10 -0.30 0.41
H -1.64187 0.98234 1.26989 0.21 -0.44 -0.41 0.44
H -2.77527 0.48827 0.08171 0.46 -0.39 -0.68 0.64
```
Forces are in eV/Å.

LUMO energy, eV: 1.3
Total charge: -1
Orbital gap, eV: 4.5


# 3
Below is a 3-piece molecular cluster, C26H29F4I2N2O8 overall at a distorted geometry, with properties calculated with wB97M-V/def2-TZVPD.

```
71
Properties=species:S:1:pos:R:3:forces:R:3:mulliken_charge:R:1
C 4.48435 -2.94099 1.54592 0.53 -0.37 -0.17 -0.86
C 4.66080 -1.67274 0.47047 -0.90 -1.28 -0.35 -0.36
C 3.90972 -0.31300 1.00404 -0.37 -0.23 -0.05 -0.48
C 3.08176 0.49837 -0.20129 1.02 -1.07 -0.10 -0.10
C 1.85188 -0.48799 -0.75824 -0.02 0.20 0.99 0.09
C 0.34884 0.13267 -0.43093 1.45 1.12 -1.11 -0.71
N 0.02317 -0.27143 0.99018 -1.06 0.17 5.13 0.44
C 0.34084 0.60982 2.21511 -2.17 -3.94 -0.24 -0.22
N -0.17467 -0.10365 3.44517 -0.31 -2.11 -3.43 0.23
C -0.19766 0.26366 4.91223 -1.21 -1.40 1.69 0.59
F -1.38879 -0.45762 5.49866 3.98 2.08 -1.98 -0.29
F 1.00675 -0.26772 5.61456 -3.95 2.01 -2.42 -0.25
C -0.46393 1.86487 5.20543 -1.60 1.25 2.22 0.14
F -0.93104 1.96110 6.63864 1.53 -0.49 -4.61 -0.25
F -1.57126 2.44444 4.38856 3.59 -2.28 2.21 -0.23
C -0.76971 -1.43621 3.04800 1.27 1.18 -5.39 -0.77
C -0.64645 -1.55852 1.41790 0.66 2.21 5.00 0.47
C -1.22203 -2.84558 0.58105 -1.17 1.06 0.90 -0.67
I 0.30006 -4.04329 -0.44386 0.06 0.16 1.58 0.17
C -2.46226 -2.41703 -0.45594 -0.18 0.03 1.68 -0.36
C -3.74151 -3.42250 -0.10538 1.41 0.56 -0.16 -0.85
I -1.79846 -2.64911 -2.55340 -1.34 0.86 0.56 0.11
H 5.44472 -3.02650 2.23621 -2.17 0.20 -1.34 0.29
H 3.52521 -2.83967 2.21417 1.87 0.00 -1.27 0.20
H 4.37034 -3.98169 0.97577 0.38 2.35 1.13 0.23
H 5.79684 -1.54104 0.21364 -2.26 0.01 0.63 0.40
H 4.14484 -2.06375 -0.53063 1.05 1.07 2.03 0.17
H 4.72732 0.35903 1.51849 -1.88 -1.13 -0.94 0.37
H 3.08969 -0.66375 1.79413 1.85 0.82 -1.39 -0.02
H 3.89302 0.65314 -1.06118 -2.21 -0.04 1.92 0.09
H 2.66318 1.53679 0.18573 0.96 -2.08 -0.89 0.15
H 1.92860 -0.70471 -1.90580 -0.11 0.31 2.33 0.28
H 1.93370 -1.46886 -0.08475 -0.23 1.87 -1.96 -0.12
H -0.47061 -0.18509 -1.21730 1.51 0.24 2.03 0.12
H 0.41301 1.32300 -0.48031 -0.25 -2.64 0.31 0.40
H 0.87746 1.64912 2.25056 -1.25 -2.39 -0.35 0.32
H 0.50757 2.52014 5.12764 -2.11 -1.27 -0.02 0.29
H -1.24945 -2.29006 3.68825 1.20 2.37 -0.92 0.35
H -1.72320 -3.56758 1.38895 1.39 1.77 -1.60 0.54
H -2.71010 -1.27855 -0.23023 0.33 -2.51 -0.84 0.37
H -4.23694 -2.98626 0.86887 0.74 -0.96 -2.08 0.27
H -3.25471 -4.48219 0.13607 -1.34 2.15 -0.74 0.42
H -4.44297 -3.43497 -1.04388 1.23 -0.13 2.20 0.09
C -6.95130 -1.94054 -2.06773 0.45 0.25 0.38 -0.85
C -8.23586 -2.12262 -2.37998 -0.11 -1.41 -1.70 0.38
C -9.32020 -1.43312 -1.62736 -1.24 0.31 0.28 0.80
O -10.49046 -1.60539 -1.94959 1.13 -0.06 0.05 -0.59
C -8.93460 -0.56248 -0.50580 -0.19 -0.13 -0.17 -0.82
C -7.65017 -0.38326 -0.19154 -0.10 1.10 1.38 0.33
C -6.56517 -1.05100 -0.96161 0.55 -0.39 -0.50 0.86
O -5.39297 -0.85231 -0.66054 -0.53 0.10 0.14 -0.57
O -7.28086 0.43146 0.86300 0.37 -1.19 -1.45 -0.57
O -8.60659 -2.95926 -3.41666 -0.15 1.42 1.70 -0.56
H -6.15289 -2.43366 -2.60782 -0.06 0.05 -0.03 0.47
H -9.73340 -0.08152 0.04404 0.04 -0.02 -0.04 0.42
H -6.29961 0.39868 0.88674 -0.47 0.05 -0.03 0.33
H -9.58746 -2.92168 -3.44416 0.34 -0.02 -0.02 0.36
C 6.88534 4.25461 -3.80883 0.05 0.31 0.07 -0.85
C 6.13077 3.17679 -3.58603 0.74 -1.28 -1.08 0.36
C 4.99006 3.21531 -2.62950 -0.58 0.08 0.51 0.93
O 4.30291 2.21431 -2.45974 0.49 0.45 -0.40 -0.60
C 4.73430 4.47419 -1.91227 -0.12 -0.56 -0.12 -0.91
C 5.49115 5.55088 -2.13265 -0.75 1.57 1.27 0.41
C 6.61418 5.51996 -3.10937 1.04 0.49 -0.70 0.81
O 7.28060 6.53097 -3.30405 -0.78 -0.73 0.42 -0.59
O 5.25804 6.73639 -1.46003 0.91 -1.43 -1.34 -0.56
O 6.38122 1.98322 -4.23778 -0.98 1.18 1.26 -0.57
H 7.71615 4.24126 -4.50302 -0.06 0.01 0.04 0.43
H 3.91337 4.48328 -1.20677 0.04 0.02 -0.05 0.41
H 5.93623 7.36339 -1.79383 -0.25 -0.20 0.12 0.35
H 5.69930 1.35808 -3.90844 0.32 0.27 -0.19 0.33
```
Forces are in eV/Å.

LUMO energy, eV: -4.5
Total charge: +1
Orbital gap, eV: 6.8